(1)
# H21O11

A molecular structure, H21O11 (the ωB97M-V functional and the def2-TZVPD basis, the Open Molecules 2025 dataset).

Calculated values
ΔE to the lowest compared entry with this formula, charge and spin, kJ/mol: 253.5
Net charge: -1
Max |F|, eV/Å: 2.7
E, a.u.: -840.24778
Lowest unoccupied orbital energy, eV: 2.8

Each line ends with the Löwdin charge.
Atoms and positions in Å:
O -0.39 -1.27 -0.85  -0.30
H -1.70 0.62 3.18  0.04
O 1.52 2.99 2.63  -0.07
H -1.01 -1.66 -0.25  -0.01
H 0.73 -0.82 -0.45  0.02
O -3.46 -0.62 -1.27  -0.05
H -0.22 1.80 -2.76  0.02
H 0.63 -3.54 -0.88  0.02
H -0.56 0.27 -0.16  0.02
O -0.96 1.21 -0.29  -0.12
H -2.66 1.03 2.01  0.01
O 2.80 -1.44 3.31  -0.04
H -0.47 -3.22 0.00  -0.01
O 1.54 0.00 -0.09  -0.25
H -1.53 1.91 -2.02  0.00
H 2.45 -0.99 2.55  0.01
H -3.36 -0.10 -0.48  0.00
H 0.24 -2.00 -2.88  0.01
H -2.87 -0.54 -2.01  0.02
H 2.00 1.57 0.02  -0.04
H 1.13 2.68 1.81  0.00
H -1.23 -1.76 -2.71  -0.01
O 2.27 2.48 -0.22  -0.09
H -1.06 1.46 0.65  0.02
H 3.41 -2.12 3.14  0.00
O -2.34 1.27 2.88  -0.05
O -0.61 -2.31 -3.19  -0.08
O 0.40 -3.56 0.05  -0.06
H 2.27 -0.50 -0.48  0.01
O -1.17 1.75 -2.91  -0.08
H 2.38 2.56 2.67  0.03
H 1.85 2.85 -0.99  0.01


(2)
# C21H24F6InN3O10S3Si

A molecular structure, C21H24F6InN3O10S3Si (the ωB97M-V functional and the def2-TZVPD basis, the Open Molecules 2025 dataset).

Calculated values
ΔE to the lowest compared entry with this formula, charge and spin, kJ/mol: 94.4
Net charge: -2
Max |F|, eV/Å: 1.1
E, a.u.: -4004.90903
Lowest unoccupied orbital energy, eV: 4.2

Each line ends with the Löwdin charge.
Atoms and positions in Å:
O 1.45 -0.90 -0.48  -0.07
C -0.71 4.05 -4.77  -0.69
C -1.12 -0.56 5.34  -0.06
C -2.64 1.39 1.82  -0.25
C -1.70 2.03 2.61  -0.08
O 1.61 3.65 -1.75  -0.34
H -3.99 -0.28 1.68  0.11
F 4.07 3.51 -4.40  0.11
C -1.71 0.17 4.16  -0.29
H -0.50 -1.39 5.00  0.07
H -3.98 -0.27 -1.93  0.11
O -1.50 -0.42 -0.22  -0.19
C 1.01 -3.49 0.56  -0.21
H -1.35 3.01 2.32  0.11
H 0.18 -5.19 3.96  0.09
C 0.41 -4.72 3.01  -0.11
H -0.21 0.74 0.74  0.04
H -1.90 -0.98 5.98  0.07
H 0.38 -1.86 -3.10  0.05
H -1.25 -3.35 3.10  0.09
Si 1.42 -2.52 -0.98  0.54
O 2.51 1.38 -2.14  -0.31
C -0.39 -3.69 2.53  -0.08
N 1.45 2.53 -4.07  -0.32
O 1.68 5.05 -4.47  -0.29
F -1.05 4.59 -3.60  0.13
C -1.23 1.41 3.77  -0.05
F -1.34 2.88 -4.92  0.09
In -0.82 1.68 -1.71  0.99
S 2.16 2.68 -2.65  0.48
O -2.18 3.29 0.11  -0.43
H 0.02 -3.57 -2.73  0.04
H 3.88 -2.66 -0.99  0.03
F 4.06 4.59 -2.51  0.12
C 1.81 0.90 1.07  -0.14
O -4.49 2.77 0.81  -0.35
C 1.51 -5.14 2.27  -0.11
S 1.12 3.82 -4.95  0.56
O 1.24 3.50 -6.34  -0.30
H -3.16 -1.35 3.72  0.11
O 3.09 -1.10 1.02  0.07
S -3.21 2.27 0.33  0.50
C -0.10 -3.08 1.31  -0.05
H 3.24 -2.50 -2.63  0.04
H 2.61 1.58 0.77  0.13
C -2.65 -0.91 -0.41  -0.71
C 0.13 -2.57 -2.30  -0.12
H 3.19 -4.07 -1.81  0.02
C 3.86 3.40 -3.08  -0.65
N 0.54 1.40 0.56  -0.01
H -0.83 -2.27 -1.87  0.02
H -4.66 -0.06 -0.31  0.10
C 1.80 -4.52 1.06  -0.10
H -0.48 1.91 4.38  0.10
F -1.13 4.87 -5.74  0.11
F 4.82 2.57 -2.62  0.10
H 1.84 0.79 2.16  0.12
C 3.09 -2.99 -1.66  -0.15
H -0.50 0.10 5.94  0.07
C -2.73 -0.41 3.40  -0.04
O -2.98 -2.10 -0.24  -0.03
C 2.19 -0.46 0.53  -0.52
C -3.20 0.20 2.25  -0.05
H -0.75 -2.29 0.94  0.08
N -3.29 1.43 -0.98  -0.30
H 2.67 -4.85 0.49  0.09
H 0.29 2.29 0.96  0.07
H 2.14 -5.94 2.63  0.09
C -3.75 0.06 -0.92  -0.22